Entry from OMol25: C6H9NO as an isolated structure in a non-equilibrium geometry (ωB97M-V with the def2-TZVPD basis set).

Each line ends with the natural charge from an NBO analysis.
Cartesian coordinates (Å):
C -1.58543 -1.12235 0.16235  -0.3965
C -1.78412 0.24904 -0.67245  -0.2641
C 0.81172 1.14250 -0.02414  -0.0962
C 1.84702 -0.00360 -0.45207  -0.0894
C -0.00230 -0.72879 0.09776  0.1227
C 0.06708 0.47770 0.92052  -0.1766
H -1.83566 -1.92431 -0.26094  0.1925
H -1.93984 -1.36478 1.20887  0.2164
H -2.75628 0.76034 -0.54600  0.2279
H -1.46832 0.01747 -1.80644  0.2054
H 1.31712 2.04393 0.01917  0.2070
H 2.16732 -0.10198 -1.56650  0.1666
H 2.75132 0.44978 -0.03687  0.1910
H -0.00477 -0.44426 -0.81085  0.1433
H -0.15293 0.53224 2.04271  0.2220
N -0.84189 1.32380 0.10510  -0.3594
O 1.46144 -1.16525 0.10367  -0.5126

The value obtained for the energy above the lowest of the compared OMol25 structures with the same formula, charge and spin is 8.489 eV. Its multiplicity is 1. Its frontier orbital gap is 10.6 eV. As for the total energy: -363.7123 Eh.